No. 1
Density functional theory data (the ωB97M-V functional and the def2-TZVPD basis) for a structure of composition C4H5F2N.

Computed properties:
**HOMO-LUMO gap (spin up / spin down)**: 7.38 / 9.10 eV
**E**: -409.68133 hartree
**Highest occupied orbital energy (spin up / spin down)**: -7.65 / -8.28 eV
**Relative energy (zero: lowest compared OMol25 entry of this formula, charge and spin)**: 529.2 kJ/mol

```
! RIJCOSX wB97M-V def2-TZVPD def2/J DEFGRID3
* xyz 0 1
F 0.953 -1.681 0.081
F -1.301 1.404 -0.373
N 3.074 0.417 0.054
C 1.846 0.701 -0.062
C -2.126 -0.714 0.069
C 0.857 -0.390 0.064
C -1.053 0.134 -0.145
H -2.706 -0.727 -0.913
H -2.871 -0.280 0.649
H -1.894 -1.611 0.556
H 1.377 1.655 -0.196
H 3.844 1.092 0.215
*
```

Results of the Mulliken charge analysis, in e, for atoms 1 through 5: -0.224 -0.240 -0.590 0.020 -0.936

No. 2
Density functional theory data (the ωB97M-V functional and the def2-TZVPD basis) for an isolated molecule of C4H5F2NS.

Computed properties:
**HOMO-LUMO gap**: 9.16 eV
**E**: -807.96299 hartree
**Highest occupied orbital energy**: -9.29 eV
**Relative energy (zero: lowest compared OMol25 entry of this formula, charge and spin)**: 283.1 kJ/mol

```
! RIJCOSX wB97M-V def2-TZVPD def2/J DEFGRID3
* xyz 0 1
S 0.059 1.953 -0.373
F -2.235 0.726 -0.545
F 0.755 2.238 2.132
N -0.533 -0.716 -0.237
C 0.278 1.336 1.270
C 0.011 0.095 1.585
C 0.659 -1.331 -0.740
C -0.942 0.448 -0.868
H 0.415 -1.793 -1.700
H -0.888 0.395 -1.967
H -0.027 -0.602 2.382
H 1.490 -0.633 -0.889
H 0.958 -2.117 -0.050
*
```

Results of the Mulliken charge analysis, in e, for atoms 1 through 5: -0.134 -0.267 -0.232 -0.391 0.366

No. 3
Density functional theory data (the ωB97M-V functional and the def2-TZVPD basis) for an isolated molecule of C4H5F3.

Computed properties:
**HOMO-LUMO gap (spin up / spin down)**: 8.81 / 8.43 eV
**E**: -454.87323 hartree
**Highest occupied orbital energy (spin up / spin down)**: -7.91 / -7.70 eV
**Relative energy (zero: lowest compared OMol25 entry of this formula, charge and spin)**: 279.7 kJ/mol

```
! RIJCOSX wB97M-V def2-TZVPD def2/J DEFGRID3
* xyz 0 1
F 0.942 1.128 -2.099
F -0.878 0.121 -2.788
F -1.896 -1.064 -0.516
C -0.384 1.016 -1.883
C -1.005 1.114 -0.557
C -0.819 -0.376 -0.194
C 0.448 -1.201 -0.073
H 0.600 -1.817 -0.881
H 0.424 -1.868 0.865
H 1.326 -0.559 0.028
H -0.490 1.812 -0.011
H -1.989 1.364 -0.526
*
```

Results of the Mulliken charge analysis, in e, for atoms 1 through 5: -0.232 -0.230 -0.267 0.247 -0.515